ORCA calculation (ωB97M-V/def2-TZVPD) on 9 unconnected molecules or ions with the total composition C33H62O27 at a distorted geometry.

```
122
Properties=species:S:1:pos:R:3:forces:R:3:mulliken_charge:R:1
C -3.0429 5.2129 0.8824 0.43 -0.05 -1.11 -1.06
C -1.7058 5.7540 1.3215 0.13 0.83 0.04 0.63
C -1.5724 7.2795 1.5634 0.86 -0.58 0.04 -0.52
O -1.4242 7.3899 2.9795 -0.66 -0.03 -0.13 -0.35
C -1.4052 6.1546 3.5466 0.09 0.31 0.05 0.55
O -1.3889 5.9717 4.7163 0.09 -0.15 0.05 -0.52
O -1.3900 5.1897 2.5992 -0.02 0.17 0.03 -0.27
H -2.8721 4.1565 0.6733 -0.54 -0.18 0.47 0.08
H -3.3336 5.6077 -0.0969 0.09 0.30 0.11 0.38
H -3.8503 5.4204 1.5788 0.08 -0.22 0.22 0.36
H -0.8964 5.5176 0.6314 -0.21 -0.58 -0.08 0.19
H -2.3767 7.8845 1.1529 -0.25 -0.01 0.38 0.28
H -0.6274 7.6126 1.1306 -0.13 0.18 -0.10 0.31
C -7.6775 3.2041 3.1506 -0.06 -0.05 0.87 -1.45
C -7.2351 1.9905 2.3658 0.18 0.09 -0.02 0.48
C -6.7689 2.2856 0.9240 -0.05 -0.81 0.43 -0.48
O -5.5620 1.5204 0.7940 0.23 0.06 0.10 -0.29
C -5.1617 1.0628 2.0062 -0.54 0.66 0.23 0.69
O -4.1694 0.4546 2.2177 0.34 -0.16 -0.12 -0.46
O -6.0402 1.4510 2.9572 0.06 -0.17 0.04 -0.43
H -8.3602 3.8597 2.6130 0.12 -0.03 -0.25 0.36
H -6.8141 3.7577 3.5259 0.04 0.14 -0.41 0.35
H -8.2022 2.8975 4.0596 -0.03 -0.10 -0.13 0.37
H -7.9879 1.2050 2.4573 -0.03 0.02 -0.44 0.27
H -6.5654 3.3497 0.8151 0.08 -0.02 -0.28 0.27
H -7.4233 1.8774 0.1594 -0.30 0.45 0.00 0.27
C 4.0025 -3.0108 1.6318 1.11 -0.65 0.18 -0.85
O 2.7726 -3.0900 2.3142 -0.50 -0.01 -0.48 -0.28
C 2.7547 -2.6177 3.5548 -0.29 0.12 0.30 0.85
O 3.7004 -2.1757 4.1453 0.26 0.10 0.01 -0.57
O 1.5065 -2.7243 4.0133 0.09 -0.02 -0.47 -0.33
C 1.2371 -2.1294 5.2714 -0.25 -0.29 1.04 -0.69
H 4.7578 -3.6190 2.1405 -0.10 0.04 0.03 0.47
H 4.4340 -2.0128 1.5610 -0.41 0.18 0.08 0.28
H 3.8583 -3.4479 0.6478 -0.22 0.14 -0.06 0.23
H 0.9691 -2.9124 5.9890 0.18 -0.07 -0.18 0.29
H 0.3542 -1.4969 5.2006 0.16 0.21 -0.35 0.24
H 2.1021 -1.5997 5.6628 -0.02 0.16 -0.14 0.34
C 4.6358 -0.3102 -0.9329 0.18 0.02 -0.64 -0.42
O 4.0636 0.8602 -1.5258 0.05 0.23 0.31 -0.27
C 4.2669 1.0078 -2.8316 0.01 -0.40 -0.29 0.90
O 4.8235 0.2133 -3.5483 0.06 0.02 0.00 -0.61
O 3.7192 2.1500 -3.2099 -0.29 0.43 0.50 -0.29
C 3.7978 2.5098 -4.5784 -0.36 0.04 -0.44 -0.69
H 5.7048 -0.1829 -0.7612 -0.04 0.16 0.08 0.48
H 4.5097 -1.1430 -1.6235 -0.04 -0.14 0.20 0.33
H 4.0966 -0.4613 -0.0102 0.10 0.05 0.16 -0.24
H 2.9126 3.0979 -4.8207 -0.05 -0.03 0.29 0.18
H 3.7784 1.6208 -5.2057 0.36 0.06 -0.04 0.36
H 4.6634 3.1481 -4.7441 0.20 -0.28 -0.11 0.30
C -2.9923 -0.7095 -0.6165 0.00 -0.65 -0.66 0.43
O -3.6692 -1.8872 -0.1578 -0.24 0.11 0.59 -0.28
C -3.4996 -3.0816 -0.6965 -0.43 0.00 -0.28 0.62
O -4.0690 -4.0557 -0.2883 0.19 -0.02 0.06 -0.61
O -2.6929 -3.0608 -1.7735 0.31 0.40 -0.35 -0.22
C -2.4131 -4.3351 -2.3398 0.34 -0.87 0.60 -0.54
H -1.9307 -0.7797 -0.3920 -0.01 0.08 0.00 -0.29
H -3.4628 0.1165 -0.1023 0.05 0.03 0.10 -0.09
H -3.1382 -0.6412 -1.6950 0.15 0.26 0.01 0.30
H -2.3351 -5.0341 -1.5050 -0.09 -0.22 -0.27 0.42
H -1.4497 -4.3254 -2.8470 -0.02 0.49 -0.01 -0.07
H -3.1653 -4.6925 -3.0405 -0.25 0.29 0.11 0.32
C 0.8452 -2.8859 -0.6022 0.64 -0.03 -0.49 -0.73
C 1.6703 -1.6354 -0.8766 -0.74 -0.31 0.30 1.44
O 0.8155 -0.4833 -0.8386 -0.13 0.17 -0.59 0.61
C 0.4805 0.0143 0.3399 0.92 0.23 0.79 0.02
O 0.8624 -0.3878 1.4130 -0.25 -0.12 -0.07 -0.71
O -0.2520 1.1003 0.1396 -0.22 0.25 -0.70 -0.09
C -0.8523 1.7584 1.2392 -1.09 -0.34 0.86 0.10
H 0.3007 -2.8277 0.3355 0.00 0.06 0.05 0.37
H 1.5239 -3.7433 -0.5622 -0.12 -0.04 0.08 0.44
H 0.1736 -3.0363 -1.4477 -0.21 -0.08 0.17 -0.28
H 2.0678 -1.6454 -1.8901 -0.01 0.07 -0.03 0.05
H 2.4923 -1.5225 -0.1843 -0.11 0.03 0.27 -1.17
H -1.3845 2.6221 0.8520 0.45 0.18 -0.23 -0.45
H -0.1905 2.0335 2.0573 0.36 0.03 -0.30 0.13
H -1.6508 1.1486 1.6774 0.24 -0.25 -0.05 0.33
C -0.8010 -1.4665 -4.0854 -0.73 -0.16 1.17 -0.84
C 0.2600 -0.4788 -4.4844 0.17 -0.38 -0.97 -0.55
O 0.2642 0.6689 -3.6443 0.52 0.32 0.30 -0.05
C -0.5655 1.6673 -3.9084 -0.39 -0.33 -0.14 0.48
O -1.5097 1.6289 -4.6541 -0.03 0.10 -0.12 -0.61
O -0.1831 2.7192 -3.1908 0.38 -0.18 0.45 -0.16
C -1.0351 3.8387 -3.1955 -0.51 0.82 -0.36 -0.77
H -1.7826 -0.9957 -4.1631 0.00 -0.05 -0.23 0.47
H -0.7160 -1.7329 -3.0263 0.20 0.21 0.01 -0.05
H -0.8425 -2.4323 -4.5888 0.35 0.27 -0.55 0.48
H 0.1393 -0.1844 -5.5310 -0.16 0.18 0.10 0.45
H 1.2754 -0.8688 -4.4133 -0.05 -0.08 0.23 0.33
H -0.5029 4.6535 -2.7095 0.17 -0.14 0.03 0.25
H -1.9739 3.6820 -2.6590 0.10 -0.35 0.01 0.27
H -1.2833 4.1470 -4.2134 0.03 -0.10 0.03 0.33
C 3.3883 2.6419 8.5670 -0.43 -0.43 0.15 -1.08
C 2.0568 1.9475 8.2971 -0.11 0.56 0.72 -0.21
O 1.5854 2.0689 6.9545 0.12 0.07 -0.33 -0.36
C 2.3373 1.4697 6.0238 0.30 -0.06 0.53 0.74
O 3.2776 0.7498 6.2547 -0.13 -0.08 -0.25 -0.59
O 1.8779 1.8175 4.8383 -0.37 0.37 -0.37 -0.27
C 2.4557 1.1923 3.6908 0.60 -0.63 0.44 -0.04
H 3.3551 3.6689 8.2069 0.14 -0.06 -0.25 0.28
H 4.2031 2.0587 8.1494 0.17 0.29 -0.07 0.31
H 3.5006 2.7073 9.6515 0.12 -0.11 -0.01 0.38
H 1.3045 2.4748 8.8870 -0.16 -0.18 -0.17 0.30
H 2.0515 0.9039 8.6104 0.18 -0.06 -0.15 0.28
H 3.5223 1.4071 3.5923 -0.11 0.35 0.09 0.36
H 1.8941 1.5386 2.8372 -0.06 -0.03 -0.07 -0.04
H 2.4011 0.1105 3.8081 -0.25 0.04 -0.21 -0.08
C 2.4170 -3.7336 -4.2245 0.80 -0.14 0.52 -0.45
C 1.9561 -5.1674 -4.2181 -0.91 -0.01 0.05 -0.41
O 1.4298 -5.4827 -5.5192 0.11 0.24 -0.26 -0.24
C 1.7054 -6.6853 -6.0143 0.02 -0.02 0.05 0.72
O 2.1640 -7.6130 -5.4064 0.16 -0.19 0.20 -0.57
O 1.3806 -6.6853 -7.3045 -0.17 0.31 0.08 -0.33
C 1.4409 -7.9334 -7.9731 -0.09 -0.57 -0.42 -0.67
H 1.6909 -2.9727 -4.4930 -0.36 -0.36 -0.22 -0.05
H 3.2905 -3.6342 -4.8694 0.00 0.17 0.04 0.41
H 2.7116 -3.5146 -3.1922 0.21 0.11 -0.12 0.08
H 1.1421 -5.2979 -3.4982 0.00 -0.07 -0.05 0.18
H 2.7270 -5.8894 -3.9589 0.18 0.17 -0.06 0.45
H 2.3297 -7.9969 -8.6006 0.06 0.16 0.08 0.25
H 0.5600 -7.9888 -8.6102 0.02 0.02 0.01 0.24
H 1.4477 -8.7732 -7.2821 -0.02 0.13 0.11 0.34
```
Forces are in eV/Å.

## Properties
Total charge: 0
F_max (eV/A): 1.43
Energy relative to the best compared isomer or geometry (same formula, charge and spin) (kJ/mol): 0.0
HOMO energy (eV): -10.4
LUMO level (eV): 0.179
Calculated total energy (eV): -90509.5633
Orbital gap (eV): 10.5

***

ORCA calculation (ωB97M-V/def2-TZVPD) on a molecular structure, C33H63GeN6O5PdSe.

```
110
Properties=species:S:1:pos:R:3:forces:R:3:lowdin_spin:R:1
Pd 0.4827 1.7940 0.9750 -0.20 0.70 0.06 1.51
C 3.4938 1.6951 -0.3901 0.02 0.01 -0.01 0.01
C 3.8457 1.0914 0.9594 -0.02 0.01 0.01 0.01
C 4.3379 -0.3377 0.8261 0.01 -0.01 0.00 0.00
C 4.8360 1.9553 1.7218 0.00 0.00 0.00 0.02
O 2.5838 1.0188 1.7217 -0.03 -0.06 -0.11 0.19
Ge 2.1269 2.0240 3.1616 0.13 -0.10 -0.01 0.46
O 0.4742 1.2639 3.1255 -0.13 0.11 0.12 0.22
C -0.1596 0.3311 4.0734 0.10 -0.04 -0.06 0.02
C -1.5888 0.1820 3.5876 -0.02 -0.03 0.02 0.00
C 0.5930 -0.9872 4.0347 -0.02 -0.01 0.01 0.00
C -0.0906 0.9795 5.4449 -0.01 0.00 0.00 0.02
O 1.4686 3.4001 2.2049 0.14 -0.02 -0.03 0.21
C 1.6663 4.8714 2.2676 -0.07 -0.03 0.03 0.01
C 0.2963 5.4758 2.5201 0.01 -0.01 -0.03 0.00
C 2.6159 5.1519 3.4183 0.00 0.01 0.01 0.03
C 2.2423 5.2976 0.9319 0.01 0.01 0.00 0.00
H 4.3760 1.7435 -1.0289 0.00 0.00 0.00 0.00
H 2.7465 1.0813 -0.9018 -0.01 -0.01 -0.01 0.00
H 3.1123 2.7127 -0.2741 0.01 0.00 0.00 0.00
H 5.2724 -0.3632 0.2655 0.00 0.00 0.00 0.00
H 4.5147 -0.7802 1.8066 0.01 0.00 0.00 0.00
H 3.6023 -0.9422 0.2897 -0.01 0.00 0.00 0.00
H 5.7961 1.9867 1.2071 0.00 0.01 0.00 0.00
H 4.4794 2.9871 1.7964 0.00 0.00 0.01 0.00
H 5.0206 1.5509 2.7212 0.00 -0.01 0.00 0.01
H -1.6103 -0.1930 2.5598 0.00 -0.01 0.00 0.00
H -2.1189 -0.5358 4.2134 -0.01 0.01 0.00 0.00
H -2.1183 1.1344 3.6467 0.00 0.00 0.00 0.00
H 0.4558 -1.4897 3.0747 0.02 0.02 -0.02 0.00
H 1.6619 -0.8353 4.2007 0.00 0.00 0.03 0.00
H 0.2290 -1.6487 4.8208 -0.01 -0.01 -0.02 0.00
H -0.5453 1.9702 5.4318 0.00 0.00 0.00 0.00
H -0.6226 0.3708 6.1760 0.01 0.00 0.00 0.00
H 0.9442 1.0622 5.7903 0.01 0.01 -0.01 0.01
H -0.1672 5.0334 3.4023 0.01 0.00 0.02 0.00
H 0.3874 6.5487 2.6882 0.00 0.00 -0.02 0.00
H -0.3560 5.3356 1.6543 0.00 -0.02 0.00 0.00
H 2.1784 4.8536 4.3745 0.00 -0.01 0.00 0.00
H 3.5742 4.6457 3.2747 0.00 0.01 -0.01 0.01
H 2.8248 6.2203 3.4757 0.00 -0.01 0.00 0.00
H 1.6334 4.9187 0.1076 -0.02 0.02 0.00 0.00
H 2.2509 6.3855 0.8640 0.02 0.00 0.00 0.00
H 3.2668 4.9463 0.8062 0.00 -0.02 0.00 0.00
N -1.5332 2.7021 0.7514 0.01 -0.04 -0.09 0.13
C -2.4256 1.6743 0.1482 0.04 0.03 0.02 0.02
C -3.3607 2.2364 -0.9286 -0.03 -0.02 -0.01 0.00
C -4.3074 3.3213 -0.4027 0.00 -0.02 0.00 0.00
C -5.2486 3.9048 -1.4656 0.01 0.05 -0.01 0.00
N -6.4479 3.1122 -1.7411 0.02 -0.03 0.03 0.00
C -7.7020 3.4157 -1.3789 -0.01 -0.02 0.01 0.00
N -7.9642 4.4168 -0.5465 0.01 0.02 -0.01 0.00
N -8.7078 2.6783 -1.8410 0.00 0.00 0.00 0.00
C -1.4838 0.5935 -0.4137 0.06 -0.38 -0.07 0.02
O -1.8166 -0.6023 -0.3445 0.03 0.27 -0.19 0.20
O -0.3571 1.0112 -0.8642 0.13 -0.39 0.39 0.11
H -1.9045 3.0828 1.6158 -0.01 -0.01 0.01 0.00
H -1.3873 3.4739 0.1055 -0.03 0.04 0.02 0.00
H -3.0068 1.2172 0.9488 0.01 0.01 0.02 0.00
H -3.9296 1.3980 -1.3397 0.01 -0.01 0.02 0.00
H -2.7507 2.6381 -1.7450 -0.01 0.01 -0.01 0.00
H -3.7218 4.1613 -0.0192 0.01 -0.01 0.02 0.00
H -4.8952 2.9390 0.4364 -0.01 0.00 -0.01 0.00
H -4.7220 4.0355 -2.4125 0.01 -0.01 0.01 0.00
H -5.5522 4.9075 -1.1717 -0.01 0.01 -0.02 0.00
H -6.3577 2.3680 -2.4136 -0.01 0.01 -0.02 0.00
H -7.2497 5.0334 -0.2043 0.00 -0.02 0.02 0.00
H -8.9155 4.6587 -0.3182 0.00 0.01 -0.01 0.00
H -8.5617 1.9427 -2.5114 0.00 0.01 -0.01 0.00
H -9.6645 2.8972 -1.6131 0.00 -0.01 0.02 0.00
C 2.2910 -1.3135 -4.7543 0.00 0.00 0.00 0.00
C 1.3450 -1.6913 -3.6208 -0.01 -0.01 0.00 0.00
C 0.0064 -2.2029 -4.1411 -0.02 0.02 0.01 0.00
C -1.0034 -2.5152 -3.0433 0.03 -0.05 -0.02 0.00
N -0.5341 -3.6162 -2.1725 0.04 0.00 0.11 0.05
C 0.1005 -3.4959 -0.9663 0.12 -0.05 -0.12 0.12
Se 0.4183 -1.9749 -0.0041 -0.30 -0.03 -0.19 0.90
N 0.5284 -4.7284 -0.5691 -0.01 -0.02 0.04 0.04
C 1.2658 -5.0194 0.6812 0.02 -0.01 -0.01 0.01
C 2.7182 -4.5575 0.6702 0.00 0.02 -0.01 0.02
C 3.6226 -5.2136 -0.3752 -0.01 -0.01 0.00 0.00
C 3.5169 -4.6289 -1.7817 0.00 0.01 0.00 0.00
C 0.1602 -5.6436 -1.5036 0.02 0.00 0.01 0.15
C 0.3447 -7.0264 -1.5729 0.00 -0.02 -0.02 0.00
C -0.1465 -7.6376 -2.6955 0.02 -0.01 0.03 0.14
C -0.8187 -6.9110 -3.7430 -0.01 0.01 -0.02 0.13
C -1.0061 -5.5591 -3.6877 0.00 0.02 0.01 0.00
C -0.5113 -4.9203 -2.5427 -0.02 -0.02 -0.05 0.15
H 3.2407 -0.9436 -4.3704 0.00 0.00 0.00 0.00
H 1.8582 -0.5349 -5.3834 0.00 0.00 0.00 0.00
H 2.5049 -2.1734 -5.3901 0.00 0.00 0.00 0.00
H 1.1654 -0.8240 -2.9735 0.00 0.01 0.00 0.00
H 1.8211 -2.4586 -2.9990 0.00 0.00 0.01 0.00
H 0.1600 -3.0830 -4.7727 0.00 0.00 0.00 0.00
H -0.4534 -1.4472 -4.7826 0.00 -0.01 -0.01 0.00
H -1.9656 -2.8331 -3.4436 0.00 0.01 0.00 0.00
H -1.1756 -1.6594 -2.3981 -0.03 0.08 0.08 0.00
H 1.2117 -6.0981 0.8132 -0.01 0.01 0.03 0.00
H 0.6997 -4.5667 1.4967 0.00 0.02 -0.01 0.01
H 3.0901 -4.7794 1.6730 0.01 -0.01 0.00 0.00
H 2.7701 -3.4660 0.5689 -0.01 -0.01 0.01 0.02
H 3.4423 -6.2930 -0.3912 0.00 0.00 -0.01 0.00
H 4.6527 -5.0988 -0.0370 0.00 -0.01 0.01 0.00
H 2.5602 -4.8357 -2.2685 -0.01 0.00 0.00 0.00
H 4.2884 -5.0450 -2.4277 0.00 0.00 0.00 0.00
H 3.6606 -3.5450 -1.7623 0.00 0.00 0.00 0.00
H 0.8505 -7.5888 -0.8018 0.00 0.01 0.00 0.00
H -0.0281 -8.7070 -2.8135 -0.01 0.00 0.00 0.01
H -1.1823 -7.4692 -4.5957 0.00 0.00 0.00 0.00
H -1.5083 -5.0184 -4.4767 0.00 0.00 0.00 0.00
```
Forces are in eV/Å.

## Properties
Total charge: +4
F_max (eV/A): 0.73
Energy relative to the best compared isomer or geometry (same formula, charge and spin) (kJ/mol): 45.7
<S²>: 8.80
HOMO energy (spin up / spin down) (eV): -18.6 / -18.9
LUMO level (spin up / spin down) (eV): -9.217 / -13.122
Calculated total energy (eV): -179728.3148
Orbital gap (spin up / spin down) (eV): 9.4 / 5.8
Multiplicity: 6